(1)
The following is a DFT calculation (ωB97M-V/def2-TZVPD) of a structure of composition C47H62CdCl2N3O6S.

```
! wB97M-V def2-TZVPD RIJCOSX def2/J DEFGRID3
* xyz -1 1
Cd 0.68 -0.22 -1.28
C -1.48 1.34 5.87
C -1.98 0.09 5.14
C -3.39 0.36 4.58
C -2.10 -1.04 6.16
C -1.04 -0.26 3.99
C -0.87 0.62 2.97
C -0.06 0.32 1.83
N 0.09 1.03 0.72
C -0.39 2.21 0.32
C -1.49 2.93 0.86
C -1.74 4.22 0.49
C -0.86 4.83 -0.46
C 0.14 4.19 -1.12
C 0.36 2.77 -0.82
O 1.18 2.06 -1.43
C 0.90 4.89 -2.25
C 2.41 4.57 -2.21
C 0.77 6.41 -2.17
C 0.30 4.41 -3.57
C -2.93 4.96 1.09
C -2.76 5.06 2.62
C -4.23 4.19 0.78
C -3.08 6.38 0.54
C 0.77 -0.90 1.85
O 1.58 -1.13 0.95
C 0.55 -1.84 2.95
C -0.33 -1.51 3.93
C 1.32 -3.16 2.97
C 2.83 -2.88 3.06
C 1.03 -3.96 1.69
C 0.94 -4.03 4.17
H -2.15 1.60 6.69
H -1.42 2.20 5.19
H -0.48 1.17 6.27
H -4.09 0.56 5.40
H -3.75 -0.50 4.01
H -3.39 1.23 3.92
H -2.80 -0.75 6.95
H -1.14 -1.26 6.64
H -2.47 -1.96 5.70
H -1.35 1.59 3.02
H -2.18 2.43 1.52
H -1.03 5.87 -0.70
H 2.85 4.93 -1.28
H 2.90 5.07 -3.05
H 2.59 3.50 -2.28
H 1.08 6.79 -1.19
H -0.25 6.75 -2.37
H 1.41 6.86 -2.93
H 0.38 3.33 -3.66
H 0.81 4.88 -4.42
H -0.77 4.67 -3.62
H -2.69 4.07 3.07
H -3.61 5.58 3.07
H -1.85 5.60 2.86
H -4.23 3.20 1.25
H -4.34 4.05 -0.30
H -5.10 4.74 1.15
H -2.22 7.00 0.80
H -3.97 6.84 0.97
H -3.19 6.37 -0.55
H -0.49 -2.21 4.74
H 3.17 -2.29 2.21
H 3.39 -3.82 3.07
H 3.07 -2.33 3.98
H 1.30 -3.38 0.80
H -0.04 -4.21 1.63
H 1.60 -4.89 1.69
H 1.18 -3.55 5.12
H 1.50 -4.97 4.11
H -0.13 -4.29 4.16
O 1.83 -2.16 -4.25
S 2.42 -1.93 -2.95
O 2.95 -0.61 -2.65
N 1.45 -2.26 -1.74
C 0.64 -3.39 -1.72
C 0.89 -4.56 -2.43
C 0.05 -5.68 -2.31
C -1.04 -5.67 -1.48
C -1.33 -4.51 -0.74
C -2.44 -4.42 0.13
C -2.70 -3.27 0.80
C -1.84 -2.17 0.59
N -0.80 -2.20 -0.19
C -0.52 -3.36 -0.87
C 3.83 -3.00 -2.85
C 4.40 -3.26 -1.61
C 5.54 -4.05 -1.54
C 6.10 -4.57 -2.70
C 5.52 -4.30 -3.94
C 4.38 -3.51 -4.02
H 1.74 -4.60 -3.09
H 0.28 -6.57 -2.88
H -1.68 -6.54 -1.38
H -3.07 -5.30 0.26
H -3.54 -3.17 1.47
H -2.03 -1.23 1.11
H 3.96 -2.83 -0.72
H 5.99 -4.26 -0.58
H 6.99 -5.18 -2.64
H 5.96 -4.70 -4.84
H 3.91 -3.29 -4.96
O 4.07 0.10 0.02
H 3.83 0.07 -0.91
H 3.28 -0.25 0.47
C -3.31 -0.72 -2.44
C -1.90 -0.86 -3.01
C -1.95 -0.71 -4.53
O -1.06 0.08 -2.44
H -3.99 -1.50 -2.82
H -3.71 0.26 -2.71
H -3.27 -0.79 -1.35
H -1.57 -1.90 -2.82
H -2.10 0.34 -4.79
H -2.77 -1.30 -4.96
H -1.01 -1.05 -4.98
Cl 3.52 0.38 -5.96
C 2.51 1.60 -5.15
Cl 0.97 0.98 -4.55
H 2.30 2.37 -5.89
H 3.06 1.98 -4.31
*
```

Values from the calculation:
relative energy (zero: lowest compared OMol25 entry of this formula, charge and spin): 32.30 kJ/mol
frontier orbital gap (spin up / spin down): 5.71 / 5.73 eV
highest occupied orbital energy (spin up / spin down): -0.1737 / -0.1744 Eh
E: -3930.296826 hartree
max |F|: 0.0115 hartree/bohr
E_LUMO (spin up / spin down): 0.981 / 0.988 eV

These are the Mulliken partial charges, in e, on atoms 1 to 4: 3.7014 -1.6051 1.8794 -1.3721

(2)
The following is a DFT calculation (ωB97M-V/def2-TZVPD) of a cluster of 4 separate species, C25H52ClFO2S in total.

```
! wB97M-V def2-TZVPD RIJCOSX def2/J DEFGRID3
* xyz 0 1
O 2.91 -3.37 0.35
C 2.88 -2.24 -0.16
C 1.78 -1.05 0.02
C 1.83 -0.55 -1.50
S 1.42 -1.96 -2.67
C 1.34 0.92 -1.88
C -0.08 1.36 -1.24
C -1.21 0.22 -1.27
Cl -1.56 -0.26 0.48
C 3.45 -0.50 -1.61
F 4.12 0.38 -0.67
O 3.87 -1.80 -1.09
H 0.88 -1.66 0.35
H 2.28 -0.43 0.83
H 0.63 -1.32 -3.64
H 2.19 1.65 -1.61
H 1.25 0.99 -3.02
H -0.01 1.75 -0.17
H -0.48 2.23 -1.88
H -0.99 -0.66 -1.95
H -2.17 0.70 -1.69
H 3.88 -0.21 -2.63
C -5.64 0.71 6.52
C -5.52 1.79 5.45
C -5.27 1.23 4.05
C -3.96 0.44 3.89
C -2.69 1.21 4.24
C -2.45 2.43 3.36
H -4.72 0.13 6.63
H -5.86 1.16 7.49
H -6.46 0.01 6.28
H -4.73 2.49 5.73
H -6.45 2.36 5.43
H -5.29 2.06 3.34
H -6.10 0.57 3.78
H -3.89 0.11 2.85
H -4.00 -0.47 4.49
H -1.83 0.54 4.13
H -2.70 1.52 5.29
H -2.39 2.15 2.31
H -1.51 2.92 3.63
H -3.25 3.17 3.47
C 0.81 4.66 -3.05
C 1.68 4.71 -1.80
C 1.30 5.83 -0.83
C 1.44 7.25 -1.38
C 2.83 7.62 -1.88
C 3.90 7.59 -0.79
H 0.91 5.58 -3.64
H 1.11 3.82 -3.68
H -0.24 4.53 -2.78
H 2.74 4.80 -2.09
H 1.59 3.75 -1.28
H 1.91 5.72 0.08
H 0.26 5.68 -0.51
H 1.14 7.95 -0.59
H 0.72 7.39 -2.19
H 2.79 8.64 -2.29
H 3.14 6.97 -2.70
H 3.64 8.26 0.03
H 4.86 7.91 -1.19
H 4.02 6.58 -0.38
C -0.54 -5.33 -1.04
C 0.19 -6.50 -0.39
C 1.59 -6.74 -0.97
C 1.63 -7.11 -2.45
C 0.83 -8.36 -2.84
C 1.32 -9.63 -2.17
H -0.71 -5.51 -2.11
H -1.51 -5.18 -0.57
H 0.04 -4.41 -0.94
H -0.42 -7.41 -0.47
H 0.29 -6.30 0.68
H 2.08 -7.53 -0.38
H 2.19 -5.84 -0.82
H 2.68 -7.27 -2.74
H 1.28 -6.27 -3.05
H 0.90 -8.49 -3.92
H -0.23 -8.21 -2.62
H 2.37 -9.82 -2.41
H 0.74 -10.49 -2.51
H 1.22 -9.58 -1.08
*
```

Values from the calculation:
frontier orbital gap: 10.13 eV
structure (SMILES): O=C1C[C@@](S)(CCCCl)[C@@H](F)O1.CCCCCC.CCCCCC.CCCCCC
highest occupied orbital energy: -0.3674 Eh
E: -2092.426453 hartree
max |F|: 0.0844 hartree/bohr
E_LUMO: 0.131 eV

These are the Mulliken partial charges, in e, on atoms 1 to 4: -0.5597 0.2785 -0.5947 0.9447

(3)
The following is a DFT calculation (ωB97M-V/def2-TZVPD) of a cluster of 7 separate species, C20H30Cl10N2 in total.

```
! wB97M-V def2-TZVPD RIJCOSX def2/J DEFGRID3
* xyz 0 1
Cl -3.14 -3.07 4.41
C -1.77 -2.03 4.24
C -1.80 -0.85 5.19
Cl -3.12 0.26 4.72
H -1.67 -1.66 3.22
H -0.91 -2.67 4.46
H -0.84 -0.39 5.43
H -2.11 -1.09 6.21
Cl 4.88 0.12 -0.07
C 5.52 0.84 1.39
C 6.00 2.25 1.24
Cl 4.57 3.34 1.23
H 6.31 0.15 1.70
H 4.68 0.67 2.07
H 6.64 2.28 0.35
H 6.59 2.61 2.08
Cl 0.87 3.26 -1.86
C 2.43 3.30 -2.69
C 3.30 2.20 -2.15
Cl 2.70 0.53 -2.65
H 2.90 4.28 -2.59
H 2.17 3.22 -3.74
H 3.26 2.25 -1.07
H 4.34 2.28 -2.49
Cl 2.22 -6.64 -0.55
C 2.46 -4.85 -0.19
C 2.61 -4.10 -1.54
Cl 1.18 -4.33 -2.52
H 3.40 -4.64 0.33
H 1.59 -4.58 0.40
H 3.48 -4.33 -2.15
H 2.63 -3.05 -1.24
Cl 1.44 -1.22 2.26
C 1.46 -0.26 0.75
C 0.10 -0.31 0.17
Cl -1.24 0.42 1.18
H 2.20 -0.62 0.04
H 1.61 0.78 1.06
H -0.20 -1.35 0.02
H 0.12 0.25 -0.77
N -0.47 -1.53 -3.51
C -1.75 -1.67 -3.10
C -2.84 -1.56 -3.98
C -2.55 -1.23 -5.33
C -1.29 -1.14 -5.79
C -0.24 -1.32 -4.83
H -1.84 -1.91 -2.05
H -3.86 -1.69 -3.66
H -3.35 -1.17 -6.06
H -1.02 -0.91 -6.81
H 0.76 -1.03 -5.11
N -6.36 4.16 2.13
C -6.50 3.17 3.08
C -5.59 2.13 3.21
C -4.52 1.94 2.32
C -4.49 2.92 1.28
C -5.41 3.96 1.18
H -7.16 3.30 3.92
H -5.62 1.46 4.06
H -3.75 1.19 2.28
H -3.72 3.02 0.53
H -5.30 4.67 0.37
*
```

Values from the calculation:
relative energy (zero: lowest compared OMol25 entry of this formula, charge and spin): 73.01 kJ/mol
frontier orbital gap: 9.58 eV
structure (SMILES): c1ccncc1.c1ccncc1.ClCCCl.ClCCCl.ClCCCl.ClCCCl.ClCCCl
highest occupied orbital energy: -0.3428 Eh
E: -5491.470192 hartree
max |F|: 0.0678 hartree/bohr
E_LUMO: 0.249 eV

These are the Mulliken partial charges, in e, on atoms 1 to 4: -0.1837 -0.0134 -0.6198 -0.1409

(4)
The following is a DFT calculation (ωB97M-V/def2-TZVPD) of a structure of composition C29H32NNiO4S.

```
! wB97M-V def2-TZVPD RIJCOSX def2/J DEFGRID3
* xyz -1 3
C 0.55 -1.18 1.90
C 0.37 -0.06 2.74
C -0.97 0.45 2.59
H 1.08 0.27 3.50
C -1.59 -0.38 1.53
C -0.65 -1.40 1.16
H -2.66 -0.55 1.42
C 2.58 0.39 -0.72
C 3.15 1.17 0.35
C 2.19 2.09 0.79
H 4.18 1.07 0.69
C 0.99 1.91 -0.03
C 1.28 0.84 -0.98
H -1.46 1.15 3.25
H -0.81 -2.21 0.47
H 1.44 -1.77 1.82
H 0.54 0.49 -1.70
H 2.25 2.79 1.63
H 3.10 -0.37 -1.28
Ni -0.65 1.51 1.06
C -0.05 2.97 -0.34
C 0.31 3.57 -1.72
C 0.15 4.13 0.65
H 1.32 3.96 -1.63
H -0.37 4.40 -1.96
H 0.30 2.84 -2.53
H 1.17 4.50 0.49
H 0.05 3.83 1.70
H -0.56 4.94 0.47
C -1.48 2.29 -0.45
C -2.60 3.31 -0.43
H -1.96 1.75 0.49
H -1.56 1.57 -1.30
O -2.31 4.49 -0.23
N -3.86 2.79 -0.39
C -4.25 1.65 0.41
H -4.58 3.36 -0.79
C -4.09 1.85 1.91
C -4.44 0.80 2.76
H -4.88 -0.10 2.33
C -4.19 0.88 4.14
H -4.45 0.03 4.78
C -3.62 2.05 4.68
H -3.43 2.11 5.76
C -3.36 3.14 3.85
H -2.96 4.08 4.26
C -3.61 3.05 2.47
H -3.41 3.92 1.85
H -3.64 0.77 0.10
H -5.30 1.39 0.17
C 4.71 -6.56 -4.70
C 3.91 -5.68 -3.78
C 4.54 -4.67 -3.04
C 3.82 -3.85 -2.17
C 2.44 -4.01 -2.05
C 1.79 -5.01 -2.78
C 2.52 -5.83 -3.64
S 1.51 -2.94 -0.93
O 0.50 -3.84 -0.39
O 2.57 -2.53 0.00
O 0.98 -1.86 -1.76
H 5.22 -5.97 -5.47
H 5.48 -7.12 -4.16
H 4.06 -7.29 -5.21
H 5.62 -4.54 -3.15
H 4.34 -3.09 -1.59
H 0.71 -5.15 -2.66
H 2.01 -6.60 -4.23
*
```

Values from the calculation:
relative energy (zero: lowest compared OMol25 entry of this formula, charge and spin): 0.00 kJ/mol
frontier orbital gap (spin up / spin down): 6.59 / 5.67 eV
highest occupied orbital energy (spin up / spin down): -0.1548 / -0.1558 Eh
E: -3386.345250 hartree
max |F|: 0.0704 hartree/bohr
E_LUMO (spin up / spin down): 2.372 / 1.429 eV

These are the Mulliken partial charges, in e, on atoms 1 to 4: -0.4483 -1.0972 -0.1861 0.3604

(5)
The following is a DFT calculation (ωB97M-V/def2-TZVPD) of a structure of composition C39H34N7O4S4SiTb.

```
! wB97M-V def2-TZVPD RIJCOSX def2/J DEFGRID3
* xyz 0 7
Tb -0.69 -0.81 0.60
N -6.90 -1.77 -2.21
C -5.78 -1.97 -2.19
C -4.36 -2.25 -2.17
C -3.82 -3.25 -2.98
C -2.46 -3.49 -2.92
C -1.69 -2.73 -2.06
N -2.21 -1.77 -1.28
C -3.52 -1.54 -1.34
H -4.46 -3.82 -3.63
H -1.99 -4.25 -3.53
H -0.62 -2.87 -1.98
H -3.92 -0.75 -0.71
O -3.85 6.86 0.56
S -5.27 6.64 0.36
O -5.69 5.27 0.54
O -5.40 6.84 -1.79
C -4.88 5.97 -2.52
N -5.12 6.00 -3.87
C -4.59 5.03 -4.59
C -3.81 3.99 -4.06
C -3.59 4.08 -2.69
N -4.07 5.05 -1.94
C -2.81 3.09 -1.91
C -2.93 3.12 -0.51
C -2.23 2.21 0.24
N -1.41 1.29 -0.31
C -1.28 1.27 -1.65
C -1.96 2.14 -2.48
H -4.79 5.06 -5.65
H -3.43 3.19 -4.68
H -3.58 3.86 -0.06
H -2.33 2.19 1.32
H -0.60 0.54 -2.06
H -1.81 2.09 -3.55
C 1.28 -3.62 0.66
C 2.46 -2.64 0.70
C 3.77 -3.43 0.72
C 2.34 -1.84 2.01
Si 2.30 -1.43 -0.77
O 0.68 -1.21 -0.94
C 3.07 -2.13 -2.31
C 2.25 -2.36 -3.42
C 2.76 -2.91 -4.59
C 4.11 -3.24 -4.67
C 4.94 -3.02 -3.57
C 4.42 -2.47 -2.41
C 3.00 0.25 -0.32
C 2.22 1.12 0.45
C 2.65 2.39 0.79
C 3.90 2.83 0.36
C 4.69 1.99 -0.40
C 4.24 0.71 -0.74
H 1.31 -4.30 1.52
H 1.26 -4.21 -0.25
H 0.31 -3.11 0.71
H 3.79 -4.10 1.59
H 4.64 -2.77 0.80
H 3.88 -4.04 -0.17
H 2.36 -2.49 2.89
H 1.38 -1.31 2.07
H 3.11 -1.07 2.12
H 1.20 -2.08 -3.38
H 2.12 -3.07 -5.45
H 4.51 -3.67 -5.57
H 5.99 -3.27 -3.63
H 5.09 -2.31 -1.57
H 1.23 0.83 0.79
H 2.01 3.05 1.38
H 4.24 3.82 0.62
H 5.66 2.33 -0.75
H 4.87 0.08 -1.36
S -1.53 -2.10 7.33
C -1.63 -1.68 5.75
S -2.96 -2.23 4.76
C -2.24 -1.56 3.36
N -1.11 -0.97 3.58
N -0.80 -0.97 4.94
C 0.31 -0.13 5.31
C 0.51 0.29 6.61
C 1.58 1.12 6.91
C 2.46 1.54 5.93
C 2.24 1.15 4.62
C 1.17 0.32 4.31
S -2.92 -1.72 1.76
H -0.16 -0.02 7.40
H 1.72 1.44 7.94
H 3.30 2.18 6.17
H 2.89 1.49 3.82
H 0.99 0.05 3.28
*
```

Values from the calculation:
relative energy (zero: lowest compared OMol25 entry of this formula, charge and spin): 167.69 kJ/mol
frontier orbital gap (spin up / spin down): 4.82 / 6.20 eV
highest occupied orbital energy (spin up / spin down): -0.2754 / -0.2754 Eh
E: -4897.581991 hartree
max |F|: 0.0128 hartree/bohr
E_LUMO (spin up / spin down): -2.672 / -1.296 eV

These are the Mulliken partial charges, in e, on atoms 1 to 4: 0.0244 -0.4535 -0.1770 -0.1296

(6)
The following is a DFT calculation (ωB97M-V/def2-TZVPD) of an isolated molecule of C3H6N2.

```
! wB97M-V def2-TZVPD RIJCOSX def2/J DEFGRID3
* xyz 0 1
C 1.27 -0.20 0.06
C -0.19 -0.02 -0.38
N -1.06 -0.93 0.36
C -0.61 1.40 -0.26
N -0.97 2.49 -0.13
H 1.75 0.74 0.33
H 1.28 -0.87 0.93
H 1.86 -0.67 -0.73
H -0.29 -0.28 -1.44
H -1.99 -0.96 -0.03
H -1.15 -0.60 1.32
*
```

Values from the calculation:
relative energy (zero: lowest compared OMol25 entry of this formula, charge and spin): 53.22 kJ/mol
frontier orbital gap: 11.24 eV
structure (SMILES): C[C@@H](N)C#N
highest occupied orbital energy: -0.3813 Eh
E: -227.404560 hartree
max |F|: 0.0220 hartree/bohr
E_LUMO: 0.862 eV

These are the Mulliken partial charges, in e, on atoms 1 to 4: -1.1394 0.4479 -0.6683 0.0732